Density functional theory data (ωB97M-V/def2-TZVPD) for C11H44CrN22O15P as an isolated structure in a non-equilibrium geometry.

```
94
C11H44CrN22O15P ωB97M-V/def2-TZVPD
Cr -15.89 7.30 -9.08
P -18.61 7.94 -9.08
O -19.38 7.15 -8.05
O -17.70 6.92 -9.90
O -17.36 8.81 -8.29
O -19.31 8.95 -9.99
C -17.72 9.80 -5.11
O -17.55 9.92 -3.90
N -18.95 9.91 -5.63
N -16.61 9.70 -5.87
H -19.10 9.86 -6.63
H -19.42 10.60 -5.03
H -16.80 9.39 -6.81
H -15.76 9.43 -5.38
C -18.27 12.41 -9.32
O -18.23 13.65 -9.44
N -19.19 11.72 -10.08
N -17.39 11.69 -8.58
H -19.67 12.50 -10.49
H -19.32 10.70 -10.14
H -17.20 12.18 -7.70
H -17.52 10.70 -8.36
C -14.14 8.16 -3.31
O -13.91 9.18 -2.71
N -15.34 7.93 -3.87
N -13.15 7.21 -3.35
H -15.97 8.72 -3.71
H -15.58 7.19 -4.52
H -12.72 7.28 -2.43
H -13.40 6.29 -3.68
C -13.58 9.06 -7.64
O -14.27 8.29 -8.33
N -13.96 10.29 -7.47
N -12.45 8.50 -7.11
H -14.95 10.40 -7.73
H -13.54 11.10 -7.05
H -12.31 7.55 -7.42
H -11.87 9.02 -6.47
C -13.84 5.72 -10.76
O -14.42 5.96 -9.68
N -13.96 6.44 -11.81
N -13.07 4.70 -10.75
H -14.25 7.41 -11.64
H -13.46 6.21 -12.65
H -13.14 4.14 -9.90
H -12.16 4.69 -11.25
C -16.85 5.06 -6.53
O -15.81 5.80 -6.62
N -17.96 5.73 -6.23
N -16.50 3.77 -6.32
H -18.78 5.15 -6.28
H -17.95 6.57 -6.83
H -17.25 3.11 -6.59
H -15.69 3.62 -6.92
C -14.58 1.45 -8.39
O -14.63 2.72 -8.48
N -15.68 0.76 -8.50
N -13.40 0.94 -8.30
H -15.90 -0.21 -8.32
H -16.55 1.39 -8.46
H -12.83 1.67 -7.85
H -13.21 -0.04 -8.08
C -14.74 9.94 -11.32
O -15.11 8.80 -11.16
N -13.60 10.15 -11.98
N -15.47 10.95 -10.89
H -13.43 11.02 -12.51
H -13.16 9.38 -12.49
H -16.11 10.66 -10.14
H -15.12 11.88 -10.76
C -17.90 8.09 -13.80
O -17.57 8.13 -15.00
N -18.09 9.25 -13.11
N -17.89 7.01 -13.09
H -18.41 9.38 -12.19
H -18.20 9.90 -13.86
H -18.02 6.91 -12.10
H -17.50 6.22 -13.53
C -11.88 4.95 -7.06
O -11.07 5.46 -7.83
N -11.48 4.03 -6.13
N -13.14 5.29 -7.12
H -12.13 3.90 -5.35
H -10.57 4.30 -5.74
H -13.42 5.73 -7.99
H -13.96 4.95 -6.62
C -18.25 3.56 -8.93
O -18.05 2.40 -8.39
N -17.30 4.01 -9.68
N -19.40 4.09 -8.66
H -17.26 5.01 -9.87
H -16.41 3.57 -9.46
H -20.02 3.46 -8.18
H -19.53 5.11 -8.65
```

Properties
Kohn-Sham gap (spin up / spin down)	7.40 / 7.74	eV
energy relative to the best compared isomer or geometry (same formula, charge and spin)	216.4	kJ/mol
spin multiplicity	5
largest force on an atom	5.8	eV/Å
total charge	-1
expectation value of S²	6.01

Density functional theory data (ωB97M-V/def2-TZVPD) for C18H23N5O2 in the gas phase.

```
48
C18H23N5O2 ωB97M-V/def2-TZVPD
C -4.93 -4.19 -0.45
O -4.48 -3.38 0.60
C -3.99 -2.14 0.30
C -3.57 -1.36 1.37
C -3.06 -0.09 1.18
C -2.95 0.45 -0.10
C -3.37 -0.34 -1.17
C -3.87 -1.61 -0.98
H -4.19 -2.17 -1.85
H -3.32 0.05 -2.18
N -2.49 1.74 -0.34
C -2.25 2.68 0.73
H -2.91 2.46 1.57
C -0.78 2.65 1.19
N 0.09 2.53 0.03
C 1.18 1.69 0.07
C 1.67 1.01 -1.05
C 2.80 0.22 -0.99
C 3.49 0.07 0.21
C 3.01 0.72 1.34
C 1.88 1.52 1.28
H 1.56 2.04 2.17
H 3.53 0.62 2.29
N 4.64 -0.71 0.34
C 5.30 -1.41 -0.62
O 5.01 -1.52 -1.79
N 6.45 -2.01 -0.14
H 6.92 -2.63 -0.79
N 6.76 -2.06 1.23
H 7.71 -1.75 1.39
H 6.64 -3.00 1.61
H 5.06 -0.75 1.26
H 3.16 -0.28 -1.87
H 1.16 1.09 -2.00
C -0.53 2.93 -1.20
C -1.73 2.02 -1.54
H -1.36 1.08 -1.96
H -2.36 2.51 -2.29
H -0.87 3.97 -1.09
H 0.20 2.91 -2.01
H -0.55 3.56 1.76
H -0.62 1.78 1.84
H -2.51 3.68 0.36
H -2.73 0.46 2.05
H -3.66 -1.77 2.37
H -4.12 -4.43 -1.15
H -5.75 -3.73 -1.00
H -5.28 -5.11 0.01
```

Properties
Kohn-Sham gap	7.76	eV
energy relative to the best compared isomer or geometry (same formula, charge and spin)	309.2	kJ/mol
SMILES string	COc1ccc(N2CCN(c3ccc(NC(=O)NN)cc3)CC2)cc1
largest force on an atom	0.7	eV/Å